{"formula": "C22H20F10N8OTi", "method": "ωB97M-V with the def2-TZVPD basis set", "total_energy_ha": -3211.6350, "homo_ev": [-7.538, -7.700], "orbital_gap_ev": [7.48, 7.24], "multiplicity": 3, "charge": 0, "relative_energy_kj_mol": 0.00, "e_lumo_ev": [-0.1, -0.5], "species": ["Ti", "C", "N", "C", "C", "N", "C", "C", "F", "C", "F", "C", "F", "C", "F", "C", "F", "C", "C", "N", "C", "C", "F", "C", "F", "C", "F", "C", "F", "C", "F", "H", "H", "H", "H", "H", "H", "H", "H", "H", "H", "H", "O", "N", "C", "C", "N", "C", "N", "N", "C", "C", "N", "H", "H", "H", "H", "H", "H", "H", "H", "H"], "xyz": [[0.26, -0.26, 0.07], [2.98, -1.58, -0.36], [1.97, -1.36, 0.70], [2.58, -0.64, 1.85], [2.48, 0.86, 1.59], [1.11, 1.18, 1.21], [0.35, 2.05, 1.98], [-0.66, 2.80, 1.36], [-0.85, 2.63, 0.05], [-1.40, 3.78, 1.99], [-2.29, 4.49, 1.29], [-1.18, 4.06, 3.32], [-1.85, 5.03, 3.93], [-0.24, 3.31, 3.99], [-0.05, 3.52, 5.29], [0.49, 2.33, 3.34], [1.34, 1.62, 4.09], [1.39, -2.67, 1.13], [0.15, -2.46, 2.01], [-0.65, -1.37, 1.44], [-2.01, -1.45, 1.38], [-2.87, -2.29, 2.11], [-2.39, -3.07, 3.09], [-4.23, -2.33, 1.90], [-4.98, -3.17, 2.61], [-4.84, -1.51, 0.97], [-6.16, -1.56, 0.77], [-4.05, -0.63, 0.27], [-4.59, 0.19, -0.63], [-2.70, -0.62, 0.48], [-1.94, 0.25, -0.28], [3.79, -2.21, 0.01], [2.52, -2.06, -1.21], [3.40, -0.62, -0.67], [2.01, -0.86, 2.75], [3.62, -0.95, 2.00], [2.82, 1.41, 2.46], [3.13, 1.13, 0.76], [1.08, -3.19, 0.22], [2.14, -3.27, 1.65], [-0.39, -3.40, 2.02], [0.42, -2.24, 3.05], [-0.10, -1.40, -1.26], [0.31, -2.47, -1.97], [-0.11, -2.43, -3.28], [-0.80, -1.37, -3.77], [-1.44, -0.41, -4.06], [0.25, -3.53, -4.12], [0.56, -4.41, -4.80], [-0.04, 2.19, -4.19], [1.40, 2.08, -3.91], [1.73, 0.97, -2.90], [1.00, 1.09, -1.62], [-0.20, 2.79, -4.99], [-0.53, 2.60, -3.41], [-1.02, 0.50, -4.33], [1.80, 3.03, -3.53], [1.91, 1.85, -4.84], [2.80, 1.02, -2.70], [1.51, 0.00, -3.33], [0.00, 1.11, -1.84], [1.24, 1.95, -1.16]], "mulliken_charge": [-0.85, -1.13, 0.75, -0.70, -1.26, 0.49, 0.41, 0.22, -0.33, -0.22, -0.30, 0.77, -0.31, -0.13, -0.30, 0.23, -0.34, -0.87, -0.84, 0.65, -0.11, -0.03, -0.34, 0.16, -0.30, 0.71, -0.32, -0.08, -0.30, 0.41, -0.08, 0.33, 0.21, 0.34, 0.37, 0.36, 0.59, 0.33, 0.32, 0.42, 0.55, 0.32, 0.63, -0.61, 0.38, 0.39, -0.50, -0.19, -0.50, -0.51, -0.89, -0.60, -0.27, 0.26, 0.13, 0.52, 0.37, 0.48, 0.39, 0.18, 0.22, 0.34]}